The following is a DFT calculation (the ωB97M-V functional and the def2-TZVPD basis) of a cluster of 5 separate species, C37H84BCl2F3N12O10PS2 in total.

The geometry in ORCA input format:
```
! wB97M-V def2-TZVPD RIJCOSX def2/J DEFGRID3
* xyz 1 1
C 4.14 0.53 -0.58
C 3.72 0.34 -2.04
C 3.10 1.53 -2.79
C 2.72 1.02 -4.21
N 3.93 0.62 -4.97
C 1.83 1.98 -2.01
C 0.70 0.93 -2.08
C 0.12 0.64 -0.69
S -1.28 -0.49 -0.83
C -0.98 -1.44 0.60
N -0.56 -0.97 1.71
N -0.44 -2.06 2.57
C -0.81 -3.07 1.89
O -1.16 -2.77 0.62
C 1.32 3.42 -2.31
Cl 0.54 3.53 -3.92
C 0.35 3.95 -1.24
C -1.15 3.64 -1.41
C -1.96 4.75 -2.08
C -3.43 4.81 -1.67
S -4.57 3.85 -2.64
O -4.57 4.36 -3.97
O -5.78 3.69 -1.90
Cl -3.70 2.01 -2.74
N 2.47 4.35 -2.36
N 3.09 4.62 -1.12
C 3.49 3.88 -3.24
N 3.80 4.64 -4.23
B 4.75 4.15 -5.34
O 4.12 3.38 -6.24
N 6.15 4.56 -5.33
C 6.34 5.70 -6.28
C 7.06 3.47 -5.77
P 2.99 6.29 -4.26
C 4.29 7.09 -3.26
O 3.46 6.74 -5.75
N 4.06 2.65 -3.02
C 5.49 2.59 -2.72
C 6.04 3.59 -1.71
O 5.64 3.27 -0.40
C 7.58 3.56 -1.74
F 8.06 3.70 -3.00
F 8.07 4.58 -1.00
F 8.06 2.40 -1.24
H 5.21 0.40 -0.45
H 3.64 -0.20 0.06
H 3.89 1.52 -0.18
H 3.02 -0.49 -2.12
H 4.60 0.02 -2.60
H 2.06 0.16 -4.11
H 2.23 1.80 -4.77
H 3.64 0.53 -5.94
H 4.20 -0.32 -4.71
H 2.10 2.04 -0.95
H -0.09 1.26 -2.76
H 1.06 -0.02 -2.45
H -0.18 1.54 -0.16
H 0.87 0.16 -0.07
H -0.89 -4.09 2.23
H 0.68 3.58 -0.27
H 0.47 5.04 -1.22
H -1.55 3.50 -0.41
H -1.31 2.70 -1.92
H -1.92 4.64 -3.17
H -1.51 5.72 -1.88
H -3.59 4.53 -0.63
H -3.82 5.81 -1.85
H 3.15 3.81 -0.51
H 2.62 5.39 -0.68
H 4.63 2.63 -6.57
H 6.57 6.61 -5.73
H 5.47 5.88 -6.92
H 7.17 5.48 -6.95
H 8.07 3.87 -5.85
H 6.79 3.07 -6.76
H 7.09 2.66 -5.06
H 4.22 8.18 -3.37
H 4.09 6.84 -2.21
H 5.29 6.74 -3.51
H 4.24 7.31 -5.78
H 6.06 2.76 -3.63
H 5.76 1.59 -2.39
H 5.77 4.62 -1.97
H 5.63 4.07 0.13
C -4.41 -8.63 1.90
C -2.95 -8.38 1.54
C -2.02 -8.26 2.76
O -2.11 -7.03 3.45
C -3.17 -6.93 4.39
N -2.87 -7.21 0.66
H -4.89 -7.72 2.26
H -4.96 -8.95 1.01
H -4.51 -9.40 2.66
H -2.59 -9.24 0.97
H -0.99 -8.32 2.41
H -2.18 -9.10 3.45
H -3.35 -7.89 4.88
H -4.09 -6.58 3.94
H -2.86 -6.21 5.15
H -1.92 -7.11 0.32
H -3.04 -6.38 1.22
C 6.61 -5.27 -0.66
C 7.04 -3.90 -1.21
C 6.73 -2.74 -0.26
O 5.37 -2.35 -0.21
C 4.55 -3.11 0.66
N 6.45 -3.72 -2.53
H 5.53 -5.40 -0.73
H 7.08 -6.06 -1.25
H 6.92 -5.39 0.38
H 8.12 -3.92 -1.33
H 7.27 -1.86 -0.62
H 7.10 -2.95 0.75
H 5.11 -3.42 1.55
H 4.14 -3.99 0.18
H 3.73 -2.47 0.98
H 6.82 -2.87 -2.96
H 5.45 -3.54 -2.42
C -5.86 -0.21 2.00
C -5.09 -1.50 1.72
C -5.86 -2.78 2.06
O -5.93 -3.07 3.44
C -6.96 -2.42 4.16
N -3.79 -1.43 2.40
H -5.89 0.01 3.07
H -5.37 0.63 1.51
H -6.88 -0.27 1.63
H -4.89 -1.54 0.64
H -5.34 -3.62 1.61
H -6.87 -2.75 1.63
H -7.86 -2.30 3.54
H -6.65 -1.44 4.52
H -7.21 -3.03 5.02
H -3.24 -2.24 2.13
H -3.95 -1.56 3.39
C -10.70 -0.51 9.23
C -10.11 -1.77 8.60
C -8.76 -1.53 7.92
O -8.83 -0.89 6.66
C -8.92 0.52 6.70
N -11.10 -2.37 7.71
H -11.13 0.15 8.47
H -11.51 -0.78 9.91
H -9.96 0.05 9.79
H -9.92 -2.48 9.41
H -8.31 -2.51 7.72
H -8.07 -0.99 8.58
H -8.34 0.93 7.53
H -9.95 0.87 6.78
H -8.50 0.90 5.76
H -10.76 -3.27 7.39
H -11.17 -1.80 6.88
*
```

Output
Gap between HOMO and LUMO   7.30 eV



The following is a DFT calculation (the ωB97M-V functional and the def2-TZVPD basis) of a cluster of 4 separate species, C2H9NO5 in total.

The geometry in ORCA input format:
```
! wB97M-V def2-TZVPD RIJCOSX def2/J DEFGRID3
* xyz 0 1
O -2.49 4.37 2.39
C -2.40 3.85 1.33
N -2.88 2.58 0.98
C -3.33 1.64 1.93
O -3.22 1.73 3.11
H -1.91 4.32 0.45
H -2.40 2.21 0.18
H -3.84 0.77 1.49
H 5.72 0.49 -2.47
H 5.42 -0.99 -2.82
O 5.41 -0.33 -2.10
H 3.70 -3.58 -4.85
H 2.69 -3.50 -3.74
O 2.95 -3.07 -4.57
H 2.31 -8.10 -0.74
H 2.71 -6.96 0.27
O 2.37 -7.14 -0.63
*
```

Output
Structure (SMILES)   O=CNC=O.O.O.O
Energy relative to the best compared isomer or geometry (same formula, charge and spin)   27.35 kcal per mole
Gap between HOMO and LUMO   10.69 eV



The following is a DFT calculation (the ωB97M-V functional and the def2-TZVPD basis) of a structure of composition C22H17CoF6O8PS2.

The geometry in ORCA input format:
```
! wB97M-V def2-TZVPD RIJCOSX def2/J DEFGRID3
* xyz -2 2
Co 2.93 -1.75 -0.98
O 1.34 -0.34 -0.81
S 2.36 0.61 -0.30
O 3.01 1.38 -1.32
O 3.22 -0.06 0.67
C 1.39 1.64 0.77
C 1.89 1.85 2.05
C 1.18 2.61 2.97
C -0.05 3.14 2.60
C -0.56 2.91 1.34
C 0.14 2.15 0.40
P -0.56 1.75 -1.28
C -1.80 0.48 -0.79
C -2.86 0.74 0.08
C -3.75 -0.26 0.44
C -3.58 -1.55 -0.06
C -2.53 -1.82 -0.93
C -1.65 -0.81 -1.29
C -1.65 3.22 -1.55
C -2.93 3.06 -2.07
C -3.69 4.17 -2.44
C -3.19 5.45 -2.29
C -1.90 5.62 -1.79
C -1.14 4.52 -1.43
H 2.84 1.39 2.30
H 1.57 2.78 3.96
H -0.63 3.72 3.31
H -1.54 3.31 1.08
H -2.99 1.74 0.48
H -4.56 -0.04 1.12
H -4.26 -2.34 0.23
H -2.38 -2.82 -1.30
H -0.81 -1.03 -1.94
H -3.34 2.07 -2.19
H -4.69 4.02 -2.83
H -3.78 6.31 -2.57
H -1.49 6.61 -1.68
H -0.14 4.66 -1.04
O 5.17 -2.38 -3.58
S 4.24 -3.05 -2.68
O 4.21 -4.48 -2.85
O 2.85 -2.42 -2.76
O 4.54 -2.65 -1.22
C -0.03 -3.92 1.32
C 1.48 -3.66 1.14
O 1.76 -3.14 -0.06
C 2.21 -5.03 1.30
F 3.54 -4.93 1.29
F 1.89 -5.70 2.45
F 1.86 -5.85 0.30
C 1.92 -2.73 2.31
F 1.70 -3.26 3.55
F 3.22 -2.40 2.27
F 1.22 -1.58 2.28
H -0.33 -4.60 0.52
H -0.54 -2.97 1.18
H -0.29 -4.35 2.29
*
```

Output
Energy relative to the best compared isomer or geometry (same formula, charge and spin)   0.00 kcal per mole
Gap between HOMO and LUMO (spin up / spin down)   6.59 / 6.46 eV



The following is a DFT calculation (the ωB97M-V functional and the def2-TZVPD basis) of a cluster of 4 separate species, C20H26BF9NO9 in total.

The geometry in ORCA input format:
```
! wB97M-V def2-TZVPD RIJCOSX def2/J DEFGRID3
* xyz -1 1
C -3.60 0.44 -1.30
C -2.59 0.77 -1.88
B -1.13 0.93 -2.57
O -0.42 -0.40 -2.54
C -0.72 -0.92 -3.80
C -0.06 -2.24 -4.13
C -0.43 0.31 -4.69
C 1.06 0.68 -4.74
C 1.34 1.95 -5.57
N -0.98 0.22 -6.08
C -0.47 -0.53 -6.87
O -0.04 -1.24 -7.70
O -1.18 1.28 -4.01
H -4.39 0.21 -0.63
H -0.45 1.69 -1.88
H -1.81 -1.04 -3.89
H -0.39 -2.60 -5.10
H 1.03 -2.19 -4.09
H -0.37 -2.98 -3.38
H 1.65 -0.16 -5.11
H 1.41 0.86 -3.72
H 0.93 1.81 -6.56
H 2.42 2.14 -5.61
H 0.88 2.82 -5.12
C 0.98 -0.39 0.38
C 0.32 -1.72 0.12
O 1.00 -2.80 0.83
C 0.71 -2.97 2.09
O -0.07 -2.35 2.76
C 1.50 -4.16 2.65
F 2.78 -4.14 2.29
F 0.97 -5.32 2.23
F 1.46 -4.17 3.99
H 2.04 -0.44 0.12
H 0.49 0.37 -0.23
H 0.90 -0.11 1.43
H 0.38 -1.97 -0.93
H -0.74 -1.71 0.40
C -0.05 7.80 -1.88
C 1.43 7.61 -2.11
O 1.85 6.29 -1.71
C 1.63 5.32 -2.60
O 1.13 5.45 -3.68
C 2.15 3.98 -2.05
F 1.80 3.82 -0.77
F 3.49 3.96 -2.12
F 1.67 2.98 -2.76
H -0.31 7.59 -0.84
H -0.34 8.83 -2.11
H -0.64 7.13 -2.51
H 2.01 8.29 -1.49
H 1.70 7.78 -3.15
C -0.97 -3.90 6.04
C -0.33 -4.22 7.38
O -1.12 -3.70 8.48
C -2.14 -4.45 8.86
O -2.48 -5.50 8.41
C -2.84 -3.78 10.06
F -3.02 -2.47 9.86
F -2.10 -3.93 11.17
F -4.03 -4.33 10.28
H -1.14 -2.83 5.94
H -0.32 -4.23 5.23
H -1.93 -4.40 5.94
H 0.63 -3.72 7.47
H -0.18 -5.29 7.51
*
```

Output
Gap between HOMO and LUMO   7.66 eV



The following is a DFT calculation (the ωB97M-V functional and the def2-TZVPD basis) of the molecule C5H6O.

The geometry in ORCA input format:
```
! wB97M-V def2-TZVPD RIJCOSX def2/J DEFGRID3
* xyz 0 1
C -0.17 -1.56 -0.16
C 0.57 -0.35 -0.73
C 0.02 0.93 -0.20
C -0.50 2.07 -0.69
C -0.22 1.49 1.08
O -0.11 1.24 2.26
H -0.10 -1.59 0.93
H -1.23 -1.54 -0.43
H 0.26 -2.49 -0.55
H 0.52 -0.34 -1.82
H 1.63 -0.41 -0.45
H -0.69 2.54 0.78
*
```

Output
Energy relative to the best compared isomer or geometry (same formula, charge and spin)   98.42 kcal per mole
Gap between HOMO and LUMO   9.73 eV



The following is a DFT calculation (the ωB97M-V functional and the def2-TZVPD basis) of a cluster of 2 separate species, C2H3FOS in total.

The geometry in ORCA input format:
```
! wB97M-V def2-TZVPD RIJCOSX def2/J DEFGRID3
* xyz 0 1
C 1.86 0.51 -0.55
C -1.74 -0.43 0.63
O 1.35 0.91 0.38
F 2.53 -0.68 -0.49
S -2.97 0.48 0.03
H -1.19 -0.96 -0.11
H 1.88 0.91 -1.58
H -1.72 -0.74 1.70
*
```

Output
Structure (SMILES)   O=CF.C=S
Energy relative to the best compared isomer or geometry (same formula, charge and spin)   35.56 kcal per mole
Gap between HOMO and LUMO   8.41 eV